1.
{"formula": "C17H8B2Cl60FNO", "method": "ωB97M-V/def2-TZVPD", "symbols": ["Cl", "Cl", "Cl", "Cl", "Cl", "Cl", "Cl", "Cl", "Cl", "Cl", "Cl", "Cl", "Cl", "Cl", "Cl", "Cl", "Cl", "Cl", "Cl", "Cl", "Cl", "Cl", "Cl", "Cl", "Cl", "Cl", "Cl", "Cl", "Cl", "Cl", "Cl", "Cl", "Cl", "Cl", "Cl", "Cl", "Cl", "Cl", "Cl", "Cl", "Cl", "Cl", "Cl", "Cl", "Cl", "Cl", "Cl", "Cl", "Cl", "Cl", "Cl", "Cl", "Cl", "Cl", "Cl", "Cl", "Cl", "Cl", "Cl", "Cl", "F", "O", "N", "C", "C", "C", "C", "C", "C", "C", "C", "C", "C", "C", "C", "C", "C", "C", "C", "C", "B", "B", "H", "H", "H", "H", "H", "H", "H", "H"], "coordinates": [[-0.339, -6.294, -1.029], [1.349, 0.764, -0.652], [-6.720, 3.205, -0.811], [-1.988, -0.788, -5.421], [-1.302, -0.653, -8.245], [-1.412, -4.857, -3.320], [-0.264, -8.209, 3.482], [-0.615, 1.978, 6.610], [-1.025, 2.394, -1.071], [-1.706, 5.200, 1.601], [-3.045, -6.838, -1.950], [1.593, -1.173, -9.762], [5.130, -1.868, -4.871], [-2.413, -0.288, 6.290], [3.672, -5.816, -14.184], [4.771, 8.595, 6.560], [3.167, -3.617, -9.885], [-2.952, -3.829, 9.602], [5.790, 8.046, 3.890], [-6.942, -2.506, 0.934], [6.863, 6.608, 6.181], [3.958, -0.382, -2.660], [4.157, 6.065, 5.260], [2.542, -7.145, -11.856], [0.390, 0.656, -6.273], [-4.699, 3.403, -2.894], [-3.898, 3.044, -0.120], [-2.537, -6.398, 3.355], [4.445, -0.782, 0.484], [0.135, -0.243, 4.886], [-2.770, -8.926, 4.776], [0.561, 1.521, -3.349], [1.733, -4.430, -12.517], [5.479, -3.497, 0.644], [-2.237, 7.695, 2.998], [0.437, 7.127, 2.003], [-4.120, -2.667, 1.624], [-9.987, 0.553, 0.740], [-1.127, -6.788, 5.870], [2.918, -0.042, -5.356], [-4.921, -2.307, -1.150], [0.071, -0.600, 7.773], [-0.621, 5.634, 4.265], [1.617, 3.527, -1.524], [6.137, -1.565, 2.718], [0.885, -6.650, -14.195], [-4.643, -3.046, 7.368], [-2.431, -4.308, -0.651], [-5.170, 0.860, -1.562], [-10.775, 1.310, -1.957], [5.544, 1.005, -4.667], [4.065, -1.389, -8.243], [-3.609, -5.761, 7.528], [-12.361, 2.183, 0.321], [-2.251, 1.725, -6.863], [-9.719, 3.316, -0.132], [7.278, -1.287, 0.056], [-5.392, -4.851, 0.183], [-1.810, -3.551, 6.940], [1.730, -2.933, -7.449], [1.922, 4.427, 4.370], [4.545, 4.314, 2.514], [5.876, 3.253, 4.461], [-1.807, -5.574, -1.738], [-5.343, -3.083, 0.398], [5.835, -1.783, 0.976], [-1.032, 6.414, 2.717], [-5.122, 2.628, -1.347], [-3.254, -4.046, 7.859], [1.481, 3.216, 2.078], [1.802, 3.118, 3.688], [-1.674, -7.580, 4.371], [-10.711, 1.840, -0.257], [5.395, 7.328, 5.473], [-0.705, 0.212, 6.390], [0.625, 2.051, -1.649], [2.208, -6.010, -13.188], [2.639, -2.278, -8.835], [4.388, -0.322, -4.389], [-1.288, 0.235, -6.700], [4.614, 3.302, 3.620], [3.263, 2.341, 3.864], [3.328, 1.176, 4.127], [1.319, 4.347, 1.801], [6.671, 3.023, 3.800], [0.535, 2.580, 1.798], [4.503, 5.215, 2.986], [6.029, 4.249, 4.799], [2.406, 2.762, 1.497], [0.931, 2.521, 4.194]], "total_charge": 0, "multiplicity": 1, "orbital_gap_ev": 9.0, "homo_energy_ev": -9.6}



2.
{"formula": "C17H95BN4O39S2", "method": "ωB97M-V/def2-TZVPD", "symbols": ["S", "S", "O", "O", "O", "O", "O", "O", "O", "O", "O", "O", "O", "O", "O", "O", "O", "O", "O", "O", "O", "O", "O", "O", "O", "O", "O", "O", "O", "O", "O", "O", "O", "O", "O", "O", "O", "O", "O", "O", "O", "N", "N", "N", "N", "C", "C", "C", "C", "C", "C", "C", "C", "C", "C", "C", "C", "C", "C", "C", "C", "C", "B", "H", "H", "H", "H", "H", "H", "H", "H", "H", "H", "H", "H", "H", "H", "H", "H", "H", "H", "H", "H", "H", "H", "H", "H", "H", "H", "H", "H", "H", "H", "H", "H", "H", "H", "H", "H", "H", "H", "H", "H", "H", "H", "H", "H", "H", "H", "H", "H", "H", "H", "H", "H", "H", "H", "H", "H", "H", "H", "H", "H", "H", "H", "H", "H", "H", "H", "H", "H", "H", "H", "H", "H", "H", "H", "H", "H", "H", "H", "H", "H", "H", "H", "H", "H", "H", "H", "H", "H", "H", "H", "H", "H", "H", "H", "H"], "coordinates": [[0.398, -1.394, 0.798], [-6.291, -2.685, -0.319], [5.160, 1.959, 1.871], [11.522, 4.417, 0.324], [11.555, 4.147, 4.136], [1.513, -0.678, 1.562], [-6.026, -2.966, 1.145], [-4.396, 0.726, -7.275], [-7.494, -3.463, -0.798], [-1.191, 0.914, -6.175], [-11.383, 1.150, 1.670], [-8.603, 1.756, 1.986], [-9.524, -4.110, -3.237], [7.595, 3.301, 3.728], [1.453, 2.668, 1.710], [3.749, 3.879, 0.216], [-6.249, 2.063, 9.032], [-6.593, -1.069, -0.595], [-2.973, 2.100, 3.953], [9.159, 6.441, 0.799], [-10.542, 4.117, 1.016], [4.103, -0.400, -3.956], [7.853, 0.007, 4.997], [8.975, 3.191, 0.966], [-9.525, -0.062, -0.092], [-6.108, 2.180, 5.867], [-1.458, 1.688, -8.789], [-0.368, -2.090, 1.923], [8.116, 6.197, 3.671], [-2.357, -9.417, 1.464], [-2.908, -6.112, 0.667], [-7.325, 3.775, 3.669], [-1.779, -4.626, -4.279], [6.925, -1.943, -3.353], [1.856, -5.082, -0.749], [4.999, -4.700, 0.054], [9.829, 2.418, 5.678], [-7.147, -1.532, -3.720], [-0.568, -0.173, 0.188], [11.128, 8.109, 2.740], [7.397, -3.127, 1.227], [-2.503, 1.691, -0.528], [-0.022, -4.798, 0.840], [0.715, -0.152, -2.867], [-2.627, -0.124, 1.864], [0.487, -1.611, -3.004], [-2.852, 1.900, -3.661], [-2.923, -0.803, 0.583], [-1.733, -0.663, -0.547], [-0.038, -2.422, -1.756], [4.465, -0.822, -0.124], [2.549, -2.390, -0.915], [-3.180, 2.990, -2.619], [-2.982, 2.870, -1.108], [-4.826, -3.283, -1.270], [-2.319, 0.594, -2.961], [-1.552, -2.052, -1.245], [-2.590, -2.564, -2.345], [-4.109, -2.122, -2.171], [-2.218, 0.616, -1.434], [3.144, -0.926, -1.024], [1.009, -2.557, -0.499], [0.922, -4.160, -0.077], [8.282, 2.697, 3.415], [-2.791, -6.323, 1.602], [-3.262, 3.759, -0.436], [4.254, 2.293, 1.816], [7.037, -2.162, -2.419], [-0.262, -1.772, -3.873], [4.691, 0.274, 0.132], [-1.315, 2.617, -9.007], [2.780, -2.950, -1.899], [-8.039, -1.167, -3.772], [-2.549, 1.438, 4.512], [11.653, 4.152, -0.595], [-2.995, 0.834, 1.908], [-0.233, -5.759, 0.500], [-7.805, 1.273, 2.240], [-4.660, -2.161, -3.185], [11.108, 3.791, 4.918], [-10.478, 1.125, 2.019], [-9.480, 0.848, -0.419], [6.516, -3.478, 1.033], [1.604, -5.194, -1.688], [-3.803, -5.752, 0.619], [2.794, 4.021, 0.262], [11.780, 3.638, 0.832], [-8.976, 1.227, 1.263], [-3.910, -0.338, 0.191], [8.422, 0.788, 4.986], [-9.861, -5.001, -3.089], [7.965, -3.906, 1.225], [-9.642, 4.096, 1.363], [8.257, 6.780, 0.748], [-1.109, -5.246, -4.593], [3.473, -0.754, -2.118], [-2.026, -0.291, -3.605], [-6.044, 1.454, 9.752], [6.024, -1.603, -3.406], [4.678, 0.377, -3.966], [-2.976, 2.004, -4.785], [4.302, -0.850, -4.788], [8.922, 2.754, 5.623], [-4.012, -3.685, -0.562], [3.165, -2.950, -0.112], [2.408, -0.077, -0.776], [-3.177, -1.890, 0.825], [9.320, 4.013, 0.586], [-7.540, -0.920, -0.356], [-0.941, -4.348, 0.914], [-1.694, -2.837, -0.395], [-7.036, -1.745, -2.784], [-3.611, 3.975, -3.021], [5.274, 1.742, 2.806], [-0.184, -3.506, -2.151], [-2.273, -2.368, -3.438], [9.943, 2.201, 6.612], [0.254, 0.274, -3.699], [-7.000, 2.547, 5.829], [7.808, 5.291, 3.819], [-1.049, 1.842, -6.393], [1.707, 0.116, -3.031], [4.119, -5.051, -0.139], [4.322, -1.361, 0.890], [12.266, 3.519, 3.968], [8.021, 3.335, 1.008], [-10.426, -0.339, -0.301], [-6.593, 2.847, 9.479], [9.008, 6.203, 4.041], [-5.136, -4.154, -1.959], [1.560, 1.772, 2.059], [8.056, -0.444, 4.168], [-4.292, -1.084, -1.750], [-5.981, 1.972, 6.803], [5.376, -1.276, -0.648], [4.090, 4.697, -0.164], [11.938, 7.656, 3.005], [-7.700, 3.240, 2.955], [-4.720, -0.169, -7.115], [-3.166, -9.507, 1.981], [10.784, 7.568, 2.016], [-3.534, 2.596, 4.562], [-6.524, 3.297, 3.923], [-2.322, -8.478, 1.244], [5.567, -5.480, 0.052], [-2.883, -0.680, 2.686], [-10.878, 3.227, 1.184], [-2.588, -3.721, -2.282], [0.526, 2.703, 1.441], [1.473, -2.077, -3.399], [9.275, 6.229, 1.737], [6.841, 3.117, 3.150], [-11.724, 0.263, 1.837], [-1.664, 1.278, -9.638], [-3.508, 0.725, -6.893], [-8.631, -4.133, -2.868], [-2.537, -4.791, -4.853], [-1.396, 0.505, -7.025]], "total_charge": 0, "multiplicity": 1, "orbital_gap_ev": 7.9, "homo_energy_ev": -8.4}



3.
{"formula": "C17H9AgBr2N3O5", "method": "ωB97M-V/def2-TZVPD", "symbols": ["Ag", "Br", "Br", "O", "O", "O", "O", "O", "N", "N", "N", "C", "C", "C", "C", "C", "C", "C", "C", "C", "C", "C", "C", "C", "C", "C", "C", "C", "H", "H", "H", "H", "H", "H", "H", "H", "H"], "coordinates": [[-0.236, -0.259, 0.014], [5.117, 1.784, -4.041], [5.052, 2.274, 3.873], [-1.827, 1.605, -0.114], [-1.409, -4.389, 0.261], [-6.183, -2.520, 0.106], [-4.001, 2.117, -0.164], [-0.188, -2.537, 0.156], [1.528, 0.558, -1.344], [1.506, 0.721, 1.289], [-2.368, -1.001, 0.043], [2.653, 1.039, -0.770], [-3.399, -0.171, -0.017], [-4.924, -2.004, 0.084], [3.759, 1.403, -1.561], [3.662, 1.266, -2.925], [-4.703, -0.634, 0.001], [-3.829, -2.863, 0.146], [3.615, 1.621, 2.805], [-1.277, -3.174, 0.186], [-2.559, -2.314, 0.122], [1.474, 0.417, -2.654], [2.448, 1.189, 3.432], [-3.050, 1.342, -0.108], [2.505, 0.758, -3.512], [3.735, 1.589, 1.437], [2.641, 1.129, 0.679], [1.431, 0.743, 2.606], [2.414, 0.643, -4.580], [4.668, 1.788, -1.127], [0.547, 0.015, -3.046], [-3.956, -3.932, 0.211], [-5.521, 0.073, -0.050], [2.340, 1.206, 4.504], [0.498, 0.392, 3.030], [-6.814, -1.790, 0.055], [4.651, 1.918, 0.973]], "total_charge": -1, "multiplicity": 1, "orbital_gap_ev": 5.7, "homo_energy_ev": -4.4}



4.
{"formula": "C17H9BaClF9N2O5", "method": "ωB97M-V/def2-TZVPD", "symbols": ["Ba", "Cl", "F", "F", "F", "F", "F", "F", "F", "F", "F", "O", "O", "O", "O", "O", "N", "N", "C", "C", "C", "C", "C", "C", "C", "C", "C", "C", "C", "C", "C", "C", "C", "C", "C", "H", "H", "H", "H", "H", "H", "H", "H", "H"], "coordinates": [[-0.394, 0.082, -1.215], [-6.396, 5.125, -1.827], [3.355, -3.579, -2.487], [2.533, -4.199, 0.089], [1.315, -5.403, -2.098], [1.733, -3.168, -3.881], [-0.458, -4.321, -2.719], [2.612, -1.547, -2.739], [-0.158, -4.779, -0.623], [2.819, -2.049, -0.127], [1.025, -2.810, 0.815], [0.258, -2.009, -1.602], [1.788, 1.114, -0.845], [-0.706, 2.413, -2.052], [0.183, 0.629, 1.090], [-2.720, 0.535, -1.344], [1.498, 0.760, 1.237], [2.334, 1.026, 0.275], [3.002, 0.264, 5.159], [-5.272, 3.768, -1.714], [-3.923, 3.957, -1.776], [1.170, 0.454, 3.597], [1.900, -3.037, -0.171], [0.469, -4.407, -1.758], [1.176, -3.029, -1.556], [-1.616, 3.207, -1.904], [1.641, 0.291, 4.899], [-5.774, 2.464, -1.571], [-3.513, 1.538, -1.491], [2.077, 0.593, 2.565], [2.245, -2.835, -2.675], [3.444, 0.558, 2.794], [-4.932, 1.386, -1.470], [3.894, 0.395, 4.096], [-3.035, 2.871, -1.691], [-6.849, 2.317, -1.540], [4.139, 0.649, 1.971], [4.962, 0.365, 4.278], [0.117, 0.470, 3.361], [-1.397, 4.286, -1.970], [0.928, 0.182, 5.709], [-3.520, 4.957, -1.908], [-5.323, 0.382, -1.353], [3.367, 0.135, 6.171]], "total_charge": -1, "multiplicity": 1, "orbital_gap_ev": 7.8, "homo_energy_ev": -5.3}



5.
{"formula": "C17H9BrCl5IOs", "method": "ωB97M-V/def2-TZVPD", "symbols": ["Os", "I", "Br", "Cl", "Cl", "Cl", "Cl", "Cl", "C", "C", "C", "C", "C", "C", "C", "C", "C", "C", "C", "C", "C", "C", "C", "C", "C", "H", "H", "H", "H", "H", "H", "H", "H", "H"], "coordinates": [[1.123, -0.080, -0.750], [3.003, 1.679, -1.643], [2.405, -1.527, -2.527], [-0.244, -3.590, -1.688], [2.493, -0.232, 1.253], [0.371, -5.915, 0.263], [3.216, -2.544, 3.415], [2.063, -5.446, 2.828], [3.036, 1.043, -3.638], [3.201, 0.142, -6.237], [2.805, -0.290, -3.929], [1.104, -2.014, 0.067], [3.432, 1.476, -5.950], [0.649, -3.288, -0.244], [2.220, -2.880, 2.077], [-1.064, -0.604, -0.689], [1.716, -4.152, 1.781], [3.350, 1.940, -4.640], [-0.806, 0.008, -1.941], [-0.271, 1.517, -0.260], [-0.337, 1.309, -1.689], [1.878, -1.885, 1.193], [-0.722, 0.312, 0.352], [0.946, -4.352, 0.623], [2.878, -0.758, -5.223], [-0.949, -0.443, -2.911], [0.001, 2.426, 0.254], [3.532, 2.984, -4.419], [3.677, 2.170, -6.742], [2.690, -1.799, -5.449], [-0.824, 0.125, 1.411], [3.264, -0.214, -7.256], [-0.069, 2.027, -2.449], [-1.447, -1.600, -0.549]], "total_charge": 2, "multiplicity": 1, "orbital_gap_ev": 6.9, "homo_energy_ev": -15.0}



6.
{"formula": "C17H9BrNO5Ru", "method": "ωB97M-V/def2-TZVPD", "symbols": ["Ru", "Br", "O", "O", "O", "O", "O", "N", "C", "C", "C", "C", "C", "C", "C", "C", "C", "C", "C", "C", "C", "C", "C", "C", "C", "H", "H", "H", "H", "H", "H", "H", "H", "H"], "coordinates": [[-1.669, 0.011, -0.701], [-1.592, 0.029, -3.232], [-1.851, 3.481, 1.307], [-1.845, -3.474, 1.294], [-1.801, 0.050, 5.272], [-1.917, -1.971, -0.381], [-1.926, 1.982, -0.370], [-1.732, 0.003, 1.243], [-1.845, 2.350, 0.892], [-1.769, -1.172, 1.856], [0.934, 0.070, -4.490], [2.508, 0.017, 0.300], [3.146, 0.039, -0.902], [1.098, 0.007, 0.363], [0.312, 0.049, -3.280], [-1.794, 1.215, 3.242], [-1.789, -0.006, 3.926], [3.052, 0.073, -3.362], [-1.832, -2.343, 0.876], [0.318, 0.018, -0.769], [2.342, 0.083, -4.527], [-1.772, 1.176, 1.868], [0.983, 0.039, -2.040], [-1.792, -1.221, 3.232], [2.401, 0.050, -2.105], [3.076, 0.009, 1.221], [4.228, 0.048, -0.958], [-1.809, -0.839, 5.645], [2.848, 0.100, -5.483], [4.135, 0.082, -3.380], [-1.823, -2.180, 3.733], [-1.827, 2.157, 3.770], [0.359, 0.077, -5.405], [0.646, -0.008, 1.344]], "total_charge": 0, "multiplicity": 2, "orbital_gap_ev": [7.8, 7.5], "homo_energy_ev": [-8.4, -8.8]}